DFT (ωB97M-V/def2-TZVPD) results for a 3-piece molecular cluster, C8H16O2 overall.

Output
Total energy   -464.79422 hartree
HOMO energy   -8.8 eV
Orbital gap   9.18 eV
Energy above the lowest of the compared OMol25 structures with the same formula, charge and spin   3.687 eV

Structure (ORCA input):
```
! RIJCOSX wB97M-V def2-TZVPD def2/J DEFGRID3
* xyz 0 1
O 2.280 -3.915 -2.570
C 0.827 -4.343 0.441
H 5.492 -4.704 0.061
H 4.358 -5.453 2.310
H 3.930 -4.738 -1.706
H 4.244 -2.014 0.874
H 3.464 -5.811 0.823
C 3.011 -3.133 -0.480
H 6.161 -3.508 1.188
O 1.350 -1.578 -2.264
H 1.598 -2.428 0.994
C 1.996 -3.403 0.672
H 1.693 -0.962 -2.916
H 3.161 -3.294 2.581
C 3.068 -4.064 -1.575
H 5.992 -3.110 -0.539
H 1.162 -5.352 0.163
C 3.193 -3.776 1.593
C 4.134 -3.067 0.570
H 2.306 -2.019 -1.136
H 1.654 -2.686 -2.608
H 0.242 -4.445 1.366
H 2.593 -5.713 2.362
C 5.517 -3.633 0.305
H 0.181 -3.943 -0.353
C 3.413 -5.268 1.779
*
```